No. 1
# C6H12O

One molecule with the formula C6H12O (wB97M-V/def2-TZVPD, the OMol25 dataset).

XYZ file:
```
19
Properties=species:S:1:pos:R:3:mulliken_charge:R:1
C -2.22 -0.09 0.82 -1.150
C -1.25 0.91 0.20 -0.516
C -0.42 0.34 -0.91 0.076
C 0.93 0.79 -1.27 -0.803
C 0.81 -0.60 -0.68 -0.176
C 1.36 -0.87 0.70 -0.509
O 2.76 -1.05 0.69 -0.530
H -2.91 -0.49 0.08 0.319
H -2.81 0.38 1.62 0.365
H -1.68 -0.94 1.26 0.254
H -0.57 1.31 0.96 0.332
H -1.80 1.77 -0.20 0.302
H -0.93 -0.31 -1.65 0.309
H 1.23 0.88 -2.31 0.303
H 1.34 1.56 -0.62 0.270
H 1.00 -1.41 -1.38 0.348
H 1.07 -0.07 1.39 0.212
H 0.96 -1.81 1.10 0.257
H 3.12 -0.29 0.21 0.335
```

For the LUMO energy, the calculation gives 1.0209 eV. Its total energy is -8462.864 eV. The structure (SMILES) is CC[C@H]1C[C@H]1CO. For the HOMO energy, the calculation gives -9.47 eV. The gap between HOMO and LUMO is 0.3856 Eh. The calculation puts the energy above the lowest of the compared OMol25 structures with the same formula, charge and spin at 143.74 kJ/mol.

No. 2
# C6H11NO

One molecule with the formula C6H11NO (wB97M-V/def2-TZVPD, the OMol25 dataset).

XYZ file:
```
19
Properties=species:S:1:pos:R:3:mulliken_charge:R:1
C -1.54 0.71 -0.19 -1.533
C -0.28 0.58 0.67 0.534
C -0.23 -0.84 1.20 -0.651
N 0.06 -1.68 0.07 -0.421
C 0.54 -0.83 -1.03 -1.252
C 1.06 0.35 -0.39 0.932
O 2.30 0.04 0.34 -0.547
C 0.72 1.79 0.07 -0.706
H -1.59 1.33 -1.14 0.411
H -1.91 -0.21 -0.67 0.359
H -2.38 1.16 0.36 0.349
H 0.52 -0.89 2.00 0.298
H -1.25 -1.10 1.78 0.250
H -0.86 -2.15 -0.25 0.359
H 1.04 -1.49 -1.78 0.256
H -0.39 -0.65 -1.63 0.439
H 2.34 -0.88 0.15 0.352
H 0.12 2.73 -0.21 0.327
H 1.74 2.04 0.65 0.244
```

For the LUMO energy, the calculation gives 0.8075 eV. Its total energy is -9932.314 eV. The structure (SMILES) is C[C@@]12CNC[C@@]1(O)C2. For the HOMO energy, the calculation gives -7.99 eV. The gap between HOMO and LUMO is 0.3234 Eh. The calculation puts the energy above the lowest of the compared OMol25 structures with the same formula, charge and spin at 592.49 kJ/mol.

No. 3
# C41H83AlKO35P

C41H83AlKO35P as an isolated structure (wB97M-V/def2-TZVPD, the OMol25 dataset).

XYZ file:
```
162
Properties=species:S:1:pos:R:3:mulliken_charge:R:1
Al -3.20 -3.78 0.49 0.914
K -2.67 -0.89 -2.99 0.806
P -4.94 -2.27 -1.68 -0.207
O -3.76 -3.17 -2.19 -0.085
O -5.70 -1.49 -2.82 -0.654
O -4.20 -1.45 -0.64 0.101
O -5.76 -3.19 -0.70 -0.454
C 0.04 -1.02 -0.52 0.711
O -0.96 -1.99 -0.43 -0.309
H 0.35 -0.58 0.43 -0.376
H 0.94 -1.57 -0.80 -0.568
H -0.16 -0.21 -1.22 0.099
C 6.72 1.47 -5.50 -1.191
C 5.94 1.88 -4.28 -0.185
O 4.98 0.87 -4.00 -0.219
C 3.69 1.06 -4.26 0.682
O 3.26 2.02 -4.82 -0.575
O 2.96 -0.03 -3.92 -0.197
C 1.58 -0.05 -4.06 -0.203
H 6.01 1.19 -6.27 0.287
H 7.26 0.57 -5.20 0.274
H 7.49 2.15 -5.85 0.396
H 5.56 2.91 -4.36 0.340
H 6.57 2.07 -3.41 0.296
H 1.23 -0.95 -3.57 -0.105
H 1.25 -0.27 -5.08 0.367
H 1.09 0.84 -3.66 0.085
C -1.76 -4.88 6.46 -1.335
C -1.67 -4.89 4.95 -0.152
O -0.32 -4.60 4.51 -0.415
C -0.05 -4.10 3.32 0.714
O -0.83 -3.81 2.44 -0.309
O 1.25 -3.88 3.26 -0.508
C 1.76 -3.12 2.16 0.274
H -1.31 -4.02 6.96 0.224
H -1.47 -5.82 6.92 0.400
H -2.83 -4.81 6.68 0.403
H -2.26 -4.15 4.40 0.268
H -1.98 -5.88 4.59 0.381
H 1.69 -3.69 1.23 -0.078
H 2.82 -2.90 2.30 0.187
H 1.26 -2.16 2.05 -0.131
C -1.62 4.03 -7.72 -1.230
C -1.90 3.01 -6.51 -0.070
O -2.04 3.62 -5.20 -0.359
C -2.14 2.85 -4.03 0.626
O -2.02 1.65 -4.01 -0.383
O -2.33 3.71 -3.05 -0.275
C -2.20 3.22 -1.75 -0.005
H -0.60 4.38 -7.62 0.298
H -2.31 4.85 -7.92 0.351
H -1.62 3.54 -8.70 0.375
H -1.00 2.39 -6.50 0.175
H -2.80 2.41 -6.55 0.305
H -1.33 3.57 -1.20 0.099
H -2.13 2.14 -1.64 0.043
H -3.05 3.58 -1.17 0.063
C 4.03 0.14 0.89 -0.442
C 5.11 0.30 -0.22 0.064
O 6.32 0.29 0.57 -0.279
C 7.46 0.29 -0.06 0.710
O 7.58 0.64 -1.22 -0.583
O 8.44 -0.08 0.76 -0.360
C 9.77 -0.01 0.24 -0.680
H 4.17 -0.80 1.43 0.296
H 3.09 0.00 0.34 -0.317
H 4.12 0.98 1.57 0.463
H 4.98 1.16 -0.89 0.231
H 4.95 -0.51 -0.93 -0.030
H 9.95 -0.70 -0.58 0.270
H 10.47 -0.03 1.08 0.274
H 9.89 1.01 -0.11 0.316
C -0.53 -4.85 -4.57 -1.407
C -0.78 -4.43 -3.08 0.476
O 0.19 -5.15 -2.28 -0.279
C -0.21 -5.82 -1.16 0.931
O -1.37 -5.84 -0.72 -0.710
O 0.78 -6.35 -0.57 -0.192
C 0.62 -7.12 0.60 -0.614
H -1.33 -4.38 -5.15 0.411
H -0.58 -5.94 -4.66 0.359
H 0.40 -4.56 -5.06 0.318
H -1.81 -4.52 -2.72 0.365
H -0.53 -3.37 -2.99 -0.315
H 0.42 -8.13 0.24 0.339
H -0.04 -6.67 1.35 0.278
H 1.64 -7.17 1.00 0.063
C -0.06 -1.29 5.57 -1.002
C -1.52 -1.43 5.29 0.122
O -1.81 -0.42 4.37 -0.252
C -2.47 -0.63 3.27 0.795
O -2.88 -1.68 2.83 -0.732
O -2.61 0.56 2.65 -0.140
C -3.24 0.59 1.37 -0.345
H 0.53 -1.66 4.73 0.021
H 0.19 -1.94 6.40 0.410
H 0.14 -0.25 5.85 0.365
H -2.12 -1.21 6.17 0.309
H -1.91 -2.41 4.99 -0.060
H -2.61 0.12 0.60 0.207
H -3.26 1.67 1.28 -0.173
H -4.23 0.13 1.28 0.510
C 5.61 -7.61 1.48 -1.257
C 4.70 -7.28 0.29 -0.173
O 4.32 -5.91 0.42 -0.232
C 4.02 -5.20 -0.67 0.780
O 3.90 -5.63 -1.84 -0.636
O 3.86 -3.92 -0.21 -0.215
C 3.30 -2.95 -1.14 0.070
H 5.16 -7.32 2.43 0.301
H 6.60 -7.15 1.41 0.321
H 5.79 -8.68 1.46 0.408
H 3.80 -7.89 0.33 0.200
H 5.21 -7.42 -0.66 0.372
H 4.12 -2.60 -1.76 0.528
H 2.89 -2.09 -0.61 -0.745
H 2.56 -3.37 -1.82 0.360
C -6.32 6.78 1.24 -1.080
C -6.77 5.93 -0.03 -0.357
O -6.00 4.72 -0.07 -0.180
C -6.19 3.79 -0.98 0.663
O -7.00 3.89 -1.88 -0.619
O -5.57 2.71 -0.70 -0.135
C -5.56 1.68 -1.65 -0.571
H -6.87 7.71 1.30 0.469
H -5.25 6.99 1.28 0.308
H -6.58 6.31 2.19 0.192
H -6.50 6.48 -0.93 0.300
H -7.86 5.83 0.02 0.311
H -5.16 1.88 -2.64 0.263
H -6.51 1.16 -1.80 0.465
H -4.97 0.91 -1.15 -0.002
C -6.02 7.11 5.69 -0.837
C -4.51 6.68 5.74 -0.261
O -4.30 5.47 4.99 -0.290
C -3.70 5.53 3.76 0.706
O -3.25 6.56 3.17 -0.602
O -3.42 4.28 3.34 -0.302
C -2.52 4.23 2.23 -0.301
H -6.14 8.12 6.09 0.348
H -6.66 6.42 6.24 0.293
H -6.33 7.05 4.65 0.117
H -4.41 6.49 6.81 0.266
H -3.95 7.52 5.32 0.353
H -2.82 4.95 1.47 0.254
H -2.49 3.22 1.81 -0.179
H -1.53 4.54 2.57 0.362
C 1.40 2.72 -1.93 0.194
C 1.89 3.87 -1.00 -0.877
O 2.15 3.23 0.26 -0.342
C 1.23 3.13 1.18 0.619
O 0.07 3.54 1.08 -0.408
O 1.75 2.36 2.19 -0.327
C 0.86 1.67 2.98 -0.390
H 2.22 2.02 -2.00 -0.208
H 1.14 3.07 -2.93 0.661
H 0.51 2.23 -1.53 -0.276
H 1.20 4.72 -0.94 0.357
H 2.85 4.25 -1.34 0.391
H 1.34 0.73 3.26 0.177
H -0.08 1.44 2.48 0.067
H 0.65 2.16 3.93 0.362
```

For the LUMO energy, the calculation gives -4.2350 eV. Its total energy is -147732.373 eV. For the HOMO energy, the calculation gives -8.00 eV. The gap between HOMO and LUMO is 0.1384 Eh.

No. 4
# C16H16N4O2

One molecule with the formula C16H16N4O2 (wB97M-V/def2-TZVPD, the OMol25 dataset).

XYZ file:
```
38
Properties=species:S:1:pos:R:3:mulliken_charge:R:1
C -7.20 -0.71 -1.02 -1.024
C -6.77 -0.63 0.45 -0.714
C -5.50 0.19 0.58 0.686
O -5.49 1.33 0.98 -0.619
N -4.39 -0.49 0.16 -0.114
C -3.07 -0.07 0.09 0.964
C -2.67 1.23 0.42 -0.387
C -1.34 1.58 0.31 -0.853
C -0.37 0.67 -0.10 0.489
C 1.03 1.13 -0.20 0.168
O 1.34 2.27 -0.46 -0.572
N 1.96 0.15 0.06 0.155
N 3.27 0.40 -0.01 -0.622
C 4.11 -0.51 0.29 -0.321
C 5.53 -0.25 0.21 0.745
C 6.04 0.99 -0.18 -0.255
C 7.40 1.17 -0.24 -0.500
C 8.23 0.10 0.10 -0.179
N 7.77 -1.08 0.47 -0.613
C 6.46 -1.25 0.52 -0.467
C -0.78 -0.62 -0.44 -0.796
C -2.11 -0.98 -0.35 -0.808
H -6.45 -1.20 -1.63 0.310
H -7.37 0.29 -1.41 0.309
H -8.13 -1.27 -1.10 0.328
H -7.54 -0.14 1.03 0.318
H -6.61 -1.64 0.85 0.300
H -4.54 -1.45 -0.14 0.191
H -3.40 1.95 0.74 0.520
H -1.02 2.59 0.55 0.427
H 1.65 -0.78 0.37 0.382
H 3.80 -1.51 0.61 0.279
H 5.34 1.78 -0.43 0.502
H 7.83 2.12 -0.54 0.369
H 9.31 0.20 0.07 0.363
H 6.13 -2.23 0.84 0.309
H -0.07 -1.35 -0.81 0.420
H -2.41 -1.98 -0.63 0.310
```

For the LUMO energy, the calculation gives 0.0376 eV. Its total energy is -26907.058 eV. The structure (SMILES) is CCC(=O)Nc1ccc(C(=O)N/N=C/c2cccnc2)cc1. For the HOMO energy, the calculation gives -8.61 eV. The gap between HOMO and LUMO is 0.3178 Eh. The calculation puts the energy above the lowest of the compared OMol25 structures with the same formula, charge and spin at 49.77 kJ/mol.

No. 5
# C3H9BOSi

C3H9BOSi as an isolated structure (wB97M-V/def2-TZVPD, the OMol25 dataset).

XYZ file:
```
15
Properties=species:S:1:pos:R:3:mulliken_charge:R:1
B 2.76 -0.96 -0.50 0.201
C -0.05 -0.79 -0.01 -0.358
C 0.98 -0.06 0.24 0.148
C 0.90 1.26 0.93 -0.782
O -1.32 -0.46 0.39 -0.206
Si -2.65 0.07 -0.38 0.275
H 3.51 -0.22 -1.14 -0.016
H 2.91 -2.08 -0.23 -0.009
H -0.12 -1.68 -0.67 0.344
H 1.73 2.00 0.57 0.279
H -0.09 1.62 0.67 0.213
H 0.92 1.14 2.05 0.231
H -2.90 -0.72 -1.70 -0.116
H -3.84 -0.59 0.43 -0.088
H -2.75 1.47 -0.65 -0.117
```

For the LUMO energy, the calculation gives -0.3238 eV. Its total energy is -13854.700 eV. For the HOMO energy, the calculation gives -9.11 eV. The gap between HOMO and LUMO is 0.3230 Eh. The calculation puts the energy above the lowest of the compared OMol25 structures with the same formula, charge and spin at 197.41 kJ/mol.

> Which of these has the lowest gap between HOMO and LUMO?

C41H83AlKO35P

> gap between HOMO and LUMO of number 4 (C16H16N4O2)?

0.3178 Eh